C29H52O14PS3 | wB97M-V/def2-TZVPD

Values from the calculation:
**HOMO level**: -2.76 eV
**Charge**: -1
**DFT total energy**: -3725.26507 a.u.

```
99
Properties=species:S:1:pos:R:3:forces:R:3
S 5.291925 3.691421 1.514874 0.12 0.07 0.04
S 1.740660 -5.849744 -0.254494 -0.52 0.62 0.02
S -1.480655 -5.121963 -5.934299 0.12 0.05 -0.28
P -0.522082 -0.687411 2.694588 -4.14 -1.07 0.11
O -1.546361 -0.229611 1.644509 1.67 0.24 0.42
O 2.432885 -6.389433 -1.375872 -0.09 -0.17 0.37
O 4.957631 3.219209 0.218583 -0.09 0.22 0.31
O -0.060472 -5.130448 -6.705957 -0.42 0.43 0.28
O 1.911095 -6.355676 1.064937 0.28 -0.07 -0.40
O -1.366442 -4.281369 -4.794694 0.00 -0.37 -0.13
O -3.880215 0.075096 -6.392129 1.11 0.38 0.72
O -2.330897 -4.344796 -7.068270 0.31 -0.52 0.15
O -1.958949 -6.458832 -5.860488 -0.04 0.38 0.18
O 4.349383 3.760639 2.576426 0.14 -0.13 -0.36
O 0.163282 -5.827130 -0.594109 0.74 -0.03 -0.29
O 6.588742 2.883321 2.043340 -0.36 0.47 0.11
O 5.995024 5.140658 1.364651 0.08 -0.55 -0.28
O 1.976190 -4.255051 -0.217755 -0.19 -0.72 0.26
C -3.270254 -0.793464 -5.424158 -0.07 -0.62 0.13
C -3.602111 2.310749 -4.139112 -0.93 0.79 -0.23
C -2.820685 2.516767 2.420593 0.57 -0.46 -0.38
C -1.746877 2.379598 3.579336 -1.13 0.01 -0.46
C -2.970260 4.074395 -1.153374 -0.67 -0.61 1.49
C 5.354632 -1.854159 3.979684 -0.48 1.07 0.14
C 4.624550 0.543348 3.768653 -0.05 -2.33 0.78
C -4.379185 3.339863 -3.204766 0.28 -1.50 0.04
C -1.449237 -3.845027 -8.074673 0.31 0.46 -0.08
C -4.006439 2.453042 -5.662757 1.20 -0.56 0.12
C 7.750051 3.705428 1.927072 0.36 0.11 -0.37
C -0.729865 -2.249909 5.095152 0.06 0.40 -0.17
C -3.161678 4.171328 0.434883 1.39 -0.45 -0.74
C -2.306210 1.373059 4.667079 0.72 0.21 0.23
C 4.114604 -2.241775 4.644219 0.22 2.36 -0.60
C -2.207135 3.045659 1.058969 -1.23 0.99 0.86
C 0.805448 -3.584733 -0.698144 -0.32 0.36 -0.51
C -4.008586 3.004941 -1.686424 0.39 0.80 -1.32
C 0.809749 -2.508113 4.893604 0.37 -0.91 0.76
C 7.243324 5.129699 2.058229 0.09 0.03 0.56
C 5.644885 -0.486733 3.552376 -2.33 -0.25 1.04
C 3.104845 -1.210008 4.883167 1.24 1.04 -0.80
C 3.388066 0.163986 4.429775 1.05 -1.08 -0.30
C -3.223435 1.347767 -6.489160 -0.52 0.84 -0.51
C 1.756636 -1.460274 5.616458 0.76 -0.60 0.18
C -0.270807 -4.800573 -8.079416 -0.21 -0.32 -0.42
C -0.347685 -4.507742 -0.364175 -0.17 0.40 0.59
C -1.227739 0.288056 5.143207 -1.15 0.18 -1.31
C -1.393173 -1.063587 4.275766 2.76 0.80 0.59
H -5.114772 2.361468 -5.801211 0.98 -0.09 0.04
H 2.024020 -1.909872 6.619499 -0.33 0.52 -0.88
H 8.474129 3.451987 2.699939 -0.21 -0.14 0.05
H -1.192342 3.479954 1.283718 -0.86 -0.45 -0.55
H 0.907768 -3.454327 -1.778632 -0.04 -0.01 0.02
H -2.584413 -1.520971 -5.947380 -0.72 0.50 0.56
H 0.701665 -2.609617 -0.223745 0.17 -0.13 0.15
H -1.413908 0.062628 6.224029 0.45 0.15 -0.78
H 1.035508 -3.503631 5.393320 -0.13 0.85 -0.57
H -2.672206 1.989153 5.533641 0.24 -0.62 -0.59
H -3.876998 1.292665 -3.752064 0.24 0.86 -0.53
H -3.642725 3.178696 2.803404 0.68 -0.30 -0.43
H -1.274695 -3.222200 4.926269 0.52 0.79 0.04
H -0.219876 0.779699 4.956597 -0.76 -0.36 0.77
H -2.148651 1.309691 -6.145582 -1.02 -0.11 -0.18
H -0.748410 2.068723 3.173299 -0.97 0.11 0.27
H -1.223503 -4.320306 -0.981902 0.11 -0.24 -0.10
H -1.925232 3.678325 -1.293504 -0.96 0.65 -0.21
H 7.928765 5.856833 1.626606 -0.21 0.00 -0.17
H -2.143399 2.222894 0.303594 0.23 0.52 0.94
H -4.104158 -1.329329 -4.897166 0.89 0.26 -0.53
H 1.271089 -0.481570 5.841788 0.24 -0.80 -0.47
H -3.164767 0.802082 4.232411 0.70 0.51 0.43
H -1.954526 -3.807377 -9.038436 -0.17 -0.10 0.17
H -3.084870 5.069017 -1.655247 0.00 -0.88 0.33
H -4.144923 4.401872 -3.478209 -0.27 -0.93 0.26
H -2.488707 2.411830 -4.047855 -0.89 0.04 0.04
H 0.540689 0.262774 2.866932 0.18 -0.35 -0.21
H -3.300648 1.526893 2.184436 0.66 0.81 0.48
H -2.874251 5.196484 0.794226 -0.31 -0.93 -0.13
H 8.193640 3.532126 0.943136 0.02 0.04 0.03
H -0.624197 -4.429694 0.690302 -0.01 0.09 -0.05
H -3.685043 3.447453 -6.083765 -0.32 -0.75 0.60
H -2.663670 -0.268199 -4.644420 -0.55 -0.22 -0.73
H -5.470691 3.128908 -3.383525 0.92 0.44 0.14
H -1.140190 -2.836595 -7.787467 0.02 -0.02 -0.05
H -4.936043 2.954561 -1.054508 0.96 0.17 -0.52
H 6.159876 -2.607771 3.797701 -0.92 0.58 0.24
H 1.126626 -2.667236 3.825003 -0.51 0.43 0.96
H -1.616586 3.429185 3.982086 0.06 -1.10 -0.14
H 2.618889 0.958712 4.599472 0.71 -0.90 -0.14
H -0.871870 -2.001949 6.192085 0.09 -0.39 -0.98
H 7.052128 5.386674 3.103670 0.08 -0.02 -0.01
H -3.183463 1.617759 -7.585748 -0.21 -0.25 1.04
H 6.611558 -0.211635 3.077200 -0.85 -0.41 0.39
H 4.798818 1.599079 3.472726 -0.22 -1.03 0.30
H 3.938261 -3.288530 4.984369 0.22 0.99 -0.40
H -0.002495 -1.929612 2.163882 0.52 0.54 0.38
H -0.510966 -5.722501 -8.616085 0.00 0.06 -0.05
H 0.624575 -4.355004 -8.508840 0.06 -0.02 0.27
H -4.215437 3.947865 0.739753 0.81 0.34 -0.40
H -3.525545 1.991472 -1.705703 -0.57 0.86 0.36
```
Positions in Å, forces in eV/Å.


C29H52P2RuSi | wB97M-V/def2-TZVPD

Values from the calculation:
**Relative energy (zero: lowest compared OMol25 entry of this formula, charge and spin)**: 119.5 kcal/mol
**<S²>**: 6.0922
**HOMO level (spin up / spin down)**: -13.21 / -13.19 eV
**Multiplicity**: 5
**Charge**: +2
**DFT total energy**: -2202.38228 a.u.

```
85
Properties=species:S:1:pos:R:3:forces:R:3
Ru -0.818223 1.336803 0.892654 1.36 -0.10 1.12
P -0.761561 -1.208044 -3.915504 -0.38 -1.44 -2.32
P -0.752195 1.815869 -3.761283 0.73 -0.22 -2.28
Si -2.631102 -2.238680 3.875531 -0.23 -1.81 2.48
C 1.780764 1.445558 2.543389 -0.69 0.24 -0.02
C -0.740816 -0.387611 -5.574070 0.06 0.36 0.59
C -2.452727 -1.903909 -3.968751 0.02 0.40 0.96
C 3.218676 -1.688733 -1.869993 -0.68 -1.01 -0.22
C -0.069534 2.833896 2.197741 0.74 -1.23 0.24
C 1.398666 0.595239 -0.894533 0.59 -0.53 0.85
C -1.620378 1.853273 4.053718 -0.31 0.23 0.19
C -2.602874 -1.580173 5.696468 -0.33 0.97 -0.55
C -4.247714 -3.235179 3.700077 -0.19 0.51 -0.64
C -0.964769 3.877969 1.661386 -0.59 0.43 -0.25
C 0.746599 0.995807 3.409737 0.85 -0.19 -0.70
C 0.818817 -1.930743 -0.173075 -0.16 -0.38 0.74
C 2.030103 -2.503949 -0.003924 -1.02 0.62 1.28
C 2.890212 -0.413708 -2.556228 0.70 1.78 0.24
C 2.542070 0.734017 -1.874409 -0.22 -1.52 -0.65
C -2.032169 -1.051381 2.552392 1.39 2.76 -2.82
C -1.361704 3.511443 -4.014607 -0.60 0.21 0.59
C 0.974571 2.172916 -4.308001 0.30 -0.18 0.56
C -1.375618 -3.606407 4.275015 0.39 -0.11 -0.88
C 0.487069 -0.668766 -0.980170 0.63 -0.07 0.89
C 0.783811 -0.252601 4.246267 0.02 -0.38 0.01
C 2.005965 3.393977 0.777356 0.33 0.08 -0.39
C -1.205723 1.056991 -5.433985 -0.78 0.13 0.02
C 1.288259 2.542259 1.760055 -0.41 0.18 0.87
C 3.210401 -1.673548 -0.325126 0.02 -0.85 -1.20
C 3.146978 0.856940 2.438513 0.36 -0.40 -0.13
C -0.411448 1.848692 3.191551 -0.29 -0.07 -0.75
C 0.281884 -2.701419 -4.254017 0.41 0.14 0.69
C -1.544393 -0.154978 1.752653 -2.51 -3.90 3.42
H -2.200298 2.753807 3.833605 -0.16 -0.22 0.15
H -0.895129 4.806305 2.237564 -0.18 0.06 -0.25
H 1.639562 1.334362 -4.066311 -0.06 0.49 -0.15
H 3.023129 -0.466638 -3.640131 1.18 0.64 0.18
H -0.033131 -2.257951 0.439838 0.13 -0.61 -0.87
H 1.288682 3.088717 -3.795042 0.31 -0.32 0.01
H 1.726826 0.728417 0.145627 -0.33 -0.02 -0.12
H -0.716279 1.648883 -6.216761 -0.35 0.12 0.24
H 0.269111 -0.472936 -5.985292 -0.13 0.08 0.03
H -4.342926 -3.925075 4.557486 0.32 0.42 -0.23
H 1.595742 -0.938779 3.948375 -0.10 0.56 0.08
H 2.247042 -3.509807 0.411130 -0.79 0.82 0.09
H -1.446621 -0.965743 -6.190810 0.39 0.05 0.11
H 3.822767 1.224810 3.228852 -0.32 -0.02 -0.22
H -2.756474 -2.448294 6.359877 -0.06 0.27 -0.47
H 3.085278 -0.672241 0.060928 0.27 -0.04 0.09
H -3.138741 -1.054164 -4.073795 -0.06 -0.34 0.11
H 3.629481 1.084751 1.475123 -0.18 0.04 0.30
H -2.297729 1.134407 -5.580795 0.41 -0.06 0.06
H 0.991774 2.369369 -5.385649 -0.05 0.00 0.25
H 4.102089 -2.125917 0.104781 0.14 0.18 -0.21
H -2.420470 3.581193 -3.771554 -0.03 0.14 0.05
H -4.247702 -3.859731 2.793890 0.02 0.20 0.20
H 0.144602 -3.473277 -3.474137 0.03 0.37 -0.37
H 2.647498 4.146638 1.263704 -0.20 -0.25 -0.05
H 0.012586 -3.115879 -5.243377 -0.03 0.28 0.44
H 0.708088 1.414155 -1.125458 0.19 0.48 -0.16
H 4.211809 -2.057298 -2.165328 -0.28 0.48 -0.55
H 2.645721 2.818291 0.091491 -0.13 0.16 0.28
H -1.227436 3.825998 -5.044194 0.11 -0.11 -0.24
H -3.376054 -0.831082 5.932438 0.28 -0.20 -0.01
H -2.222466 0.958599 3.844719 0.11 0.40 0.41
H 3.117384 -0.241797 2.539063 -0.01 0.41 -0.01
H -0.741422 4.087384 0.602825 0.10 0.26 0.29
H -0.795206 4.201069 -3.384919 -0.14 -0.06 0.07
H -1.354832 1.883609 5.123642 -0.01 -0.09 -0.40
H 2.480470 -2.442637 -2.231042 0.76 -0.04 0.23
H 2.947521 1.746852 -2.009683 -0.82 -0.39 -1.01
H -1.354878 -4.396117 3.512641 0.13 0.11 0.15
H 1.346735 -2.407500 -4.265292 -0.45 -0.17 -0.06
H 0.879342 -0.111176 5.344416 -0.16 0.23 -0.66
H -1.656562 -4.071684 5.237018 -0.01 0.32 -0.50
H -0.486574 -0.343284 -0.513341 0.14 -0.37 -0.91
H -5.163521 -2.624823 3.677709 0.29 -0.13 -0.02
H 1.267111 3.935007 0.176301 0.31 0.04 -0.01
H -0.128095 -0.839652 4.049090 0.15 0.42 0.28
H -2.646466 -2.449561 -3.034157 -0.21 0.13 -0.37
H 0.342745 -0.925791 -2.083761 -0.04 0.34 1.36
H -2.543421 -2.571098 -4.836489 0.16 0.15 0.25
H -0.361590 -3.203484 4.380743 -0.07 -0.17 0.02
H -2.009186 3.512796 1.668716 0.21 0.40 0.29
H -1.621763 -1.153829 5.958889 -0.28 -0.08 -0.11
```
Positions in Å, forces in eV/Å.